C29H38NOsS as an isolated structure at a distorted geometry. Source: OMol25; level of theory: ωB97M-V/def2-TZVPD.

The geometry in XYZ format:
```
70
Properties=species:S:1:pos:R:3:forces:R:3:mulliken_charge:R:1
Os -0.342 -0.166 0.438 1.62 1.26 -0.40 0.382
C 1.769 0.094 1.145 -0.03 0.15 0.27 -0.235
C 1.506 1.042 0.073 -0.86 -0.59 -0.10 -0.430
C 0.504 1.980 0.565 -0.15 -0.31 0.14 -0.149
C 0.093 1.487 1.845 0.13 -0.08 0.01 -0.446
C 0.900 0.359 2.223 -0.15 0.03 -0.12 -1.320
C 0.862 -0.314 3.581 -0.01 -0.08 0.00 2.750
C 0.987 0.761 4.669 0.04 0.00 -0.01 -1.787
C 2.029 -1.293 3.719 -0.04 -0.03 -0.03 -1.949
C -0.454 -1.074 3.780 -0.02 0.04 0.02 -1.586
C -0.010 3.347 0.078 -0.02 -0.01 -0.06 2.950
C -0.456 4.167 1.303 -0.10 0.01 0.00 -2.199
C -1.217 3.227 -0.852 0.05 0.00 -0.04 -1.633
C 1.080 4.188 -0.595 0.03 -0.02 0.11 -1.962
C 2.227 0.888 -1.272 0.17 0.05 0.06 2.639
C 2.733 -0.558 -1.404 -0.02 -0.05 -0.05 -1.932
C 3.476 1.785 -1.334 -0.01 -0.06 0.00 -1.779
C 1.314 1.119 -2.480 0.02 0.01 0.06 -1.495
H 2.522 -0.676 1.138 -0.05 0.00 -0.05 0.442
H -0.611 1.970 2.502 -0.02 -0.03 -0.06 0.493
H 1.867 1.385 4.501 0.02 0.00 0.00 0.379
H 1.075 0.296 5.654 -0.01 0.00 0.01 0.437
H 0.111 1.410 4.680 0.00 0.02 -0.01 0.306
H 2.987 -0.787 3.585 0.01 0.01 0.01 0.363
H 1.954 -2.090 2.977 0.00 0.00 -0.02 0.233
H 2.017 -1.753 4.709 -0.01 -0.01 0.00 0.453
H -1.309 -0.411 3.636 0.00 0.00 0.00 0.292
H -0.499 -1.490 4.791 0.00 0.00 0.02 0.484
H -0.551 -1.885 3.057 0.01 0.01 0.00 0.204
H -1.385 3.780 1.724 0.01 -0.01 0.01 0.373
H -0.640 5.200 0.998 -0.03 0.00 -0.01 0.461
H 0.306 4.167 2.084 0.02 0.03 -0.01 0.392
H -2.017 2.659 -0.381 0.00 0.01 0.01 0.146
H -0.970 2.704 -1.774 0.01 -0.03 -0.03 0.175
H -1.593 4.223 -1.107 0.01 0.01 -0.01 0.502
H 1.946 4.313 0.061 0.02 -0.02 0.00 0.326
H 0.677 5.181 -0.812 0.00 -0.01 0.00 0.518
H 1.419 3.769 -1.535 0.03 -0.09 -0.11 0.258
H 3.517 -0.785 -0.680 0.01 -0.01 -0.02 0.332
H 3.156 -0.699 -2.402 0.00 0.00 -0.01 0.483
H 1.911 -1.263 -1.268 0.01 0.00 0.00 0.255
H 4.139 1.562 -0.494 -0.01 0.00 0.01 0.339
H 3.242 2.844 -1.301 -0.04 0.07 0.01 0.193
H 4.028 1.589 -2.258 0.00 0.00 0.00 0.488
H 0.455 0.447 -2.428 0.02 0.00 -0.01 0.085
H 1.871 0.914 -3.399 0.00 0.01 -0.01 0.554
H 0.934 2.132 -2.545 -0.03 0.14 0.03 0.130
S -3.540 0.582 -0.795 0.31 0.08 -0.25 -0.496
C -2.115 -1.779 -0.777 0.08 0.06 -0.23 0.849
C -3.243 -2.495 -0.083 -0.04 -0.07 0.06 -1.012
C -2.980 -3.607 0.616 -0.09 0.08 -0.06 -0.469
C -1.619 -4.051 0.823 0.19 -0.03 -0.01 -1.056
C -0.618 -3.187 0.540 0.17 -0.18 -0.13 -0.571
N -0.847 -1.979 -0.061 -0.46 -0.03 0.38 0.727
H -4.237 -2.077 -0.169 0.00 -0.02 -0.01 0.470
H -3.785 -4.153 1.096 -0.02 0.01 0.00 0.408
H -1.408 -4.982 1.330 0.01 0.00 0.00 0.377
H 0.412 -3.374 0.833 -0.02 0.00 0.05 0.415
C -2.120 -0.232 -0.580 -0.81 -0.33 0.66 0.035
C -2.031 -2.187 -2.239 0.03 0.02 -0.05 0.224
C -0.830 -2.596 -2.807 0.00 0.03 0.02 0.008
C -0.762 -2.946 -4.150 0.02 -0.01 -0.02 -0.960
C -1.894 -2.880 -4.947 0.00 0.00 -0.02 -0.341
C -3.096 -2.461 -4.390 -0.01 0.00 -0.02 -0.816
C -3.165 -2.121 -3.049 0.01 0.00 0.03 -0.278
H 0.057 -2.628 -2.188 0.00 -0.01 0.00 0.115
H 0.182 -3.269 -4.573 0.00 0.00 0.00 0.379
H -1.841 -3.150 -5.995 0.00 0.00 0.00 0.367
H -3.984 -2.396 -5.007 -0.01 0.00 0.00 0.364
H -4.098 -1.779 -2.621 -0.02 0.00 0.01 0.345
```
Positions in Å, forces in eV/Å.

Properties
Relative energy (zero: lowest compared OMol25 entry of this formula, charge and spin): 81.7 kJ/mol
Gap between HOMO and LUMO: 6.23 eV
Total charge: -1
Highest occupied orbital energy: -3.55 eV
E_tot: -1671.46379 hartree
Spin multiplicity: 1